A 8-piece molecular cluster, C24H54BN2O10PS8 overall at a distorted geometry, computed with ωB97M-V/def2-TZVPD.

Geometry (Å):
O 1.79251 -5.02817 6.73982
B 1.26877 -4.25736 5.76790
O 0.66549 -4.72658 4.65819
O 1.38095 -2.81888 5.95181
N 1.46307 -2.06258 4.82221
C 2.40243 -2.28906 3.89756
C 2.46391 -1.49836 2.78756
C 1.56637 -0.44409 2.61865
C 1.59861 0.42707 1.41084
C 2.40401 0.13778 0.30712
C 2.39314 0.95953 -0.80132
N 1.61525 2.05187 -0.83015
P 1.61627 3.13692 -2.27276
S 0.80275 2.41183 -3.81505
C 0.82199 2.33653 0.21106
C 0.78970 1.55673 1.33067
C 0.62167 -0.23860 3.62643
C 0.58550 -1.06205 4.71272
H 2.74485 -5.15962 6.68047
H -0.07305 -4.19237 4.33698
H 3.09940 -3.09606 4.05520
H 3.23038 -1.72875 2.06553
H 3.05251 -0.72316 0.27956
H 3.01863 0.75968 -1.65856
H 0.95891 4.26230 -1.76867
H 2.96694 3.48199 -2.35791
H 0.18817 3.21044 0.15214
H 0.12358 1.82032 2.13290
H -0.09689 0.56200 3.57190
H -0.13142 -0.93371 5.50860
C -4.73754 2.08619 0.68059
S -3.03865 1.68183 0.29924
O -2.14459 2.21222 1.39447
C -2.88184 2.81631 -1.07838
H -5.03830 1.50144 1.54719
H -4.82467 3.14984 0.90160
H -5.35049 1.81572 -0.17759
H -3.07066 3.83365 -0.73436
H -3.58663 2.53148 -1.85739
H -1.87007 2.73307 -1.47440
C 0.78585 3.02695 -7.74010
S 1.77205 4.29360 -6.93885
O 0.94858 4.83973 -5.82185
C 1.69316 5.47657 -8.28230
H 0.67276 2.20100 -7.04099
H -0.19206 3.43553 -7.99344
H 1.30309 2.68045 -8.63425
H 0.65079 5.71228 -8.49488
H 2.18211 5.05647 -9.16064
H 2.21981 6.37381 -7.96491
C -1.12828 9.21545 -4.53869
S -1.23609 7.43063 -4.70867
O -2.39445 6.98477 -3.89042
C 0.23613 7.05587 -3.74983
H -1.99385 9.64373 -5.03882
H -1.14038 9.48496 -3.48275
H -0.21535 9.57015 -5.01701
H 0.12643 7.47677 -2.74881
H 1.11279 7.46472 -4.25057
H 0.31606 5.97162 -3.71345
C -2.85581 -6.10849 2.92902
S -4.04590 -4.78695 3.10835
O -3.34913 -3.53478 2.67517
C -4.07261 -4.75229 4.90288
H -2.66930 -6.26413 1.87149
H -1.92629 -5.83098 3.42951
H -3.25177 -7.02816 3.35388
H -3.06595 -4.55944 5.27729
H -4.44331 -5.70552 5.27823
H -4.74293 -3.95322 5.21122
C 0.00060 -10.12642 0.68881
S -1.52128 -9.99362 1.62818
O -1.84186 -8.53911 1.72835
C -0.82400 -10.47995 3.20764
H -0.21531 -9.81804 -0.33154
H 0.75512 -9.47195 1.12511
H 0.33839 -11.16223 0.69400
H -0.01327 -9.80098 3.47194
H -0.46240 -11.50557 3.14168
H -1.61656 -10.42067 3.95023
C 5.58879 2.14679 3.52598
S 4.10707 2.72349 2.69704
O 4.42880 2.91391 1.25357
C 4.06108 4.33183 3.48328
H 5.82528 1.15585 3.14328
H 6.41132 2.82830 3.31208
H 5.40267 2.09408 4.59835
H 4.99117 4.85957 3.27537
H 3.92154 4.20343 4.55607
H 3.22123 4.88516 3.06845
C -3.14333 -1.62219 -4.45230
S -2.97789 -1.17181 -2.72543
O -3.27078 0.28384 -2.61680
C -1.18532 -1.30751 -2.65024
H -4.19687 -1.54248 -4.71012
H -2.55866 -0.93687 -5.06561
H -2.80887 -2.65001 -4.59130
H -0.74736 -0.63236 -3.38667
H -0.86123 -2.33393 -2.82163
H -0.89518 -0.99897 -1.64601

Summary:
* max |F|: 1.6 eV/Å
* LUMO level: -7.37 eV
* total charge: +2

Here are the Mulliken charges for atoms 1 to 99, given in e: -0.36 0.42 -0.32 -0.46 0.40 -0.35 -0.96 1.25 1.85 -0.71 -1.07 0.42 0.04 -0.22 -0.79 -0.87 -0.80 -0.62 0.33 0.29 0.44 0.45 0.53 0.66 0.10 0.15 0.57 0.32 0.54 0.55 -1.12 0.70 -0.70 -0.79 0.38 0.33 0.38 0.45 0.45 -0.03 -0.92 0.45 -0.46 -0.98 0.23 0.31 0.41 0.31 0.41 0.31 -0.94 0.58 -0.66 -0.60 0.33 0.30 0.34 0.45 0.37 -0.18 -0.58 0.46 -0.59 -0.76 0.35 0.00 0.37 0.09 0.37 0.32 -0.95 0.45 -0.55 -0.91 0.31 0.29 0.39 0.27 0.38 0.31 -1.12 0.80 -0.68 -1.14 0.32 0.39 0.39 0.39 0.38 0.33 -1.00 0.49 -0.54 -0.60 0.34 0.29 0.39 0.19 0.45

=====

C24H54ClF12N3O4P2Zn as an isolated structure at a distorted geometry, computed with ωB97M-V/def2-TZVPD.

Geometry (Å):
Zn -19.44852 -0.89328 -17.84615
Cl -19.64603 -4.43276 -16.85917
O -18.23967 -4.51953 -16.82816
O -20.17559 -5.03172 -18.02972
O -20.18722 -5.02446 -15.68346
O -20.01300 -3.05333 -16.87507
C -13.52197 0.84364 -13.53901
C -14.02226 -0.57612 -14.10129
C -15.43640 -0.88753 -13.75079
N -15.84738 -2.34181 -13.96910
C -15.62497 -2.89020 -15.42231
C -17.33475 -2.51160 -13.71554
C -17.47245 -3.97633 -13.37113
C -16.24264 -4.38254 -12.50571
C -15.16675 -3.30354 -12.86261
H -13.74441 0.91875 -12.47459
H -14.10939 1.59046 -14.07314
H -12.45033 0.94902 -13.70806
H -13.43440 -1.26566 -13.49544
H -13.91219 -0.72632 -15.17527
H -16.16543 -0.34672 -14.35423
H -15.59197 -0.60675 -12.70913
H -16.24269 -2.28946 -16.08987
H -15.95878 -3.92773 -15.40781
H -14.57554 -2.89009 -15.71692
H -17.95118 -2.27623 -14.58313
H -17.65989 -1.86549 -12.90011
H -17.53328 -4.54228 -14.30070
H -18.38386 -4.07592 -12.78163
H -15.95777 -5.40854 -12.73865
H -16.42818 -4.31486 -11.43375
H -14.19450 -3.67994 -13.18065
H -14.94227 -2.65506 -12.01574
C -21.20830 -4.73579 -21.72807
C -20.00663 -5.56507 -21.81126
C -18.71579 -4.77099 -21.42782
N -17.50755 -5.70780 -21.48548
C -17.36570 -6.41558 -22.87107
C -16.15871 -4.92650 -21.38237
C -15.47713 -5.31330 -20.12568
C -15.97703 -6.75251 -19.81756
C -17.53191 -6.64302 -20.21805
H -21.36581 -4.56677 -20.66284
H -22.10943 -5.26696 -22.03456
H -21.10046 -3.77780 -22.23672
H -19.88088 -5.73255 -22.88095
H -20.02827 -6.46292 -21.19360
H -18.74210 -4.24900 -20.47130
H -18.48449 -4.10454 -22.25875
H -17.46886 -5.82265 -23.77986
H -18.19749 -7.12000 -22.87439
H -16.39758 -6.91606 -22.89035
H -15.50285 -5.18448 -22.21387
H -16.25157 -3.84424 -21.47282
H -14.39004 -5.29699 -20.20355
H -15.79723 -4.61948 -19.34834
H -15.47423 -7.43921 -20.49854
H -15.61669 -7.02583 -18.82582
H -18.01961 -7.56898 -20.52274
H -18.10337 -6.13852 -19.43894
C -22.10861 -0.43804 -8.98288
C -21.63298 -1.33996 -10.12992
C -22.69562 -2.17008 -10.89545
N -22.21095 -3.28993 -11.83109
C -21.10792 -2.81419 -12.81010
C -23.43330 -3.74427 -12.61276
C -22.97601 -5.11246 -13.08234
C -22.17541 -5.76819 -11.95745
C -21.71972 -4.60023 -11.07970
H -21.29327 0.10854 -8.50898
H -22.65894 -0.92738 -8.17928
H -22.76433 0.32802 -9.39675
H -21.00505 -2.04818 -9.58934
H -20.94126 -0.83441 -10.80375
H -23.26275 -1.47770 -11.51759
H -23.48981 -2.46882 -10.21126
H -21.39052 -1.89465 -13.32263
H -20.97486 -3.41589 -13.70919
H -20.24586 -2.53255 -12.20543
H -23.76573 -2.98551 -13.32119
H -24.22482 -3.85143 -11.87107
H -22.39856 -4.97841 -13.99705
H -23.87880 -5.68770 -13.28769
H -21.33290 -6.38495 -12.27031
H -22.81180 -6.35816 -11.29787
H -20.66394 -4.58339 -10.80926
H -22.30538 -4.59189 -10.16044
P -16.71030 -1.11722 -19.19274
F -17.84457 -2.05583 -18.43738
F -15.53885 -2.24599 -18.81315
F -17.14735 -1.94352 -20.50781
F -15.65496 -0.24969 -20.01625
F -17.92920 -0.04613 -19.41126
F -16.39686 -0.26484 -17.83601
P -21.40852 -0.82663 -19.81822
F -20.54336 0.43534 -19.17699
F -22.70584 0.09425 -19.90061
F -21.00730 -0.43819 -21.39309
F -22.27198 -2.09483 -20.19714
F -20.02267 -1.64246 -19.57047
F -21.59093 -1.07087 -18.20324

Summary:
* max |F|: 5.9 eV/Å
* LUMO level (alpha / beta): -9.94 / -14.34 eV
* multiplicity: 2
* total charge: +3

Here are the Mulliken charges for atoms 1 to 99, given in e: 0.94 1.54 -0.39 -0.39 -0.41 -0.42 -1.26 -0.37 -0.83 0.47 -1.42 -0.65 0.23 -0.93 -0.57 0.34 0.36 0.38 0.34 0.30 0.45 0.40 0.56 0.47 0.35 0.10 0.57 0.06 0.06 0.35 0.35 0.44 0.41 -1.44 -0.23 -0.43 0.49 -1.10 -0.72 0.12 -0.78 -0.38 0.21 0.41 0.36 0.40 0.29 -0.21 0.67 0.31 0.44 0.47 0.35 0.27 0.42 -0.21 0.36 0.43 0.39 0.05 -1.46 -0.34 -0.73 0.34 -1.08 -0.77 -0.23 -0.63 -0.48 0.39 0.37 0.37 0.33 0.30 0.50 0.42 0.39 0.06 0.56 0.44 0.47 -0.13 0.55 0.33 0.29 0.38 0.41 1.35 -0.16 -0.37 -0.28 -0.33 -0.27 -0.35 1.44 -0.30 -0.28 -0.34 -0.34

=====

C24H54F2N3O16PPt as an isolated structure at a distorted geometry, computed with ωB97M-V/def2-TZVPD.

Geometry (Å):
Pt 3.59568 1.27970 1.95072
C -3.22588 -4.98815 1.70957
N -2.93513 -3.68743 0.90302
C -2.55077 -3.92283 -0.56575
C -4.26227 -2.89596 0.82409
C -1.78298 -2.81726 1.55185
C -1.57469 -1.35972 0.97565
O -1.04474 -1.37651 -0.37854
H -4.11497 -5.25822 1.13977
H -3.59345 -4.69887 2.69411
H -2.40332 -5.68359 1.54270
H -3.28875 -4.58932 -1.01216
H -1.56891 -4.39614 -0.56098
H -2.46854 -2.98609 -1.11700
H -5.08319 -3.53854 0.50579
H -4.36043 -2.17540 0.01213
H -4.60069 -2.51053 1.78587
H -0.83809 -3.34770 1.66978
H -2.22585 -2.61115 2.52626
H -0.95967 -0.73624 1.62461
H -2.50001 -0.78639 1.03186
H -0.53687 -0.56224 -0.40355
C 2.41378 0.72927 -3.16300
N 3.50854 -0.35013 -2.89521
C 3.96134 -0.90592 -4.26648
C 4.77405 0.36511 -2.39666
C 2.81643 -1.39109 -1.86471
C 3.40585 -2.75520 -1.73131
O 4.84244 -2.79523 -1.64397
H 1.43738 0.27394 -3.32853
H 2.68824 1.42040 -3.95993
H 2.18596 1.19052 -2.20203
H 3.16054 -1.42336 -4.79476
H 4.72353 -1.66782 -4.10318
H 4.22967 -0.03354 -4.86235
H 5.12132 1.04180 -3.17743
H 5.60618 -0.30901 -2.19368
H 4.57357 0.83650 -1.43452
H 1.79689 -1.58439 -2.19831
H 2.82312 -0.80657 -0.94471
H 3.14502 -3.19845 -2.69235
H 3.07416 -3.29393 -0.84370
H 5.03967 -2.43064 -0.77807
C 1.22292 1.38223 0.57823
O 0.32641 0.86105 -0.12600
O 2.40327 1.77020 0.24988
O 1.35362 1.35673 1.77392
C -3.71974 1.69522 -1.76004
C -2.94421 0.56679 -2.57805
C -3.81315 0.10127 -3.76820
O -3.73183 -1.36621 -3.76265
C -4.78707 -1.92419 -4.60720
N -1.60721 0.93005 -2.93581
H -3.85786 2.62329 -2.31474
H -3.13806 2.13826 -0.95167
H -4.61540 1.42830 -1.19909
H -2.84817 -0.23401 -1.84485
H -3.43720 0.58255 -4.67104
H -4.82098 0.46866 -3.57486
H -4.80838 -3.00483 -4.46618
H -4.59125 -1.60941 -5.63221
H -5.83502 -1.74968 -4.36336
H -1.21991 0.15094 -3.44872
H -1.00437 1.14684 -2.15497
C 1.41651 -0.82931 4.18246
O 0.52350 -0.86286 5.26648
P -1.00139 -1.44191 5.23743
O -1.72642 -1.37377 6.54585
O -1.69517 -0.65194 4.01866
C -1.70858 0.77067 4.25490
O -0.77441 -3.00322 4.74920
C -0.54212 -4.13101 5.62597
H 2.30284 -1.39541 4.46890
H 1.75523 0.20087 4.07248
H 0.84389 -1.17229 3.32074
H -1.05294 1.24963 3.52769
H -1.42615 1.06740 5.26499
H -2.75011 1.06448 4.12466
H 0.43915 -4.55162 5.40616
H -1.19537 -4.90948 5.23182
H -0.59528 -3.88322 6.68610
C 2.86860 5.05338 -3.10895
C 3.17783 3.99290 -1.98924
O 3.41891 4.84939 -0.94715
C 3.56360 6.16586 -1.25391
O 3.81719 7.11469 -0.39679
O 3.30103 6.28172 -2.58414
F 4.18709 3.21358 -2.39549
H 1.80628 5.05253 -3.35301
H 3.35946 4.67578 -4.00594
H 2.32289 3.34212 -1.80573
C 1.30983 4.50370 2.03336
C 0.56443 3.86459 3.24042
O -0.25990 4.91745 3.63632
C 0.28498 6.12989 3.24348
O -0.10356 7.20209 3.57404
O 1.29814 5.83824 2.37993
F 1.53373 3.57122 4.22208
H 0.89152 4.42055 1.03026
H 2.32033 4.11062 2.14503
H -0.00611 2.97498 2.97364

Summary:
* max |F|: 9.8 eV/Å
* LUMO level (alpha / beta): -2.44 / -4.07 eV
* multiplicity: 4
* total charge: +1

Here are the Mulliken charges for atoms 1 to 99, given in e: 0.31 -0.85 0.19 -0.60 -0.82 -0.82 0.30 -0.17 0.42 0.33 0.33 0.36 0.35 0.13 0.40 0.21 0.44 0.26 0.37 -0.17 0.26 0.38 -0.44 0.34 -1.01 -0.84 0.05 -0.98 -0.51 0.45 0.54 -0.43 0.35 0.36 0.48 0.44 0.32 0.25 0.18 0.12 0.39 0.45 0.33 0.59 -1.01 -0.38 -0.48 -1.79 1.59 -0.95 -0.23 -0.84 -0.68 0.41 0.38 0.42 -0.52 0.43 0.46 0.25 0.31 0.35 0.27 0.12 -0.29 -0.38 1.00 -0.74 -0.12 -0.86 -0.22 -0.76 0.31 0.11 0.11 0.11 0.42 0.40 0.31 0.24 0.33 -0.48 0.69 -0.29 0.57 -0.56 -0.30 -0.28 0.28 0.35 0.01 -0.12 1.57 -0.42 0.45 -0.50 -0.34 -0.33 0.13

=====

A 8-piece molecular cluster, C24H54F3O29P5 overall at a distorted geometry, computed with ωB97M-V/def2-TZVPD.

Geometry (Å):
C 2.42273 4.96480 4.58333
C 1.73136 4.79179 3.25360
O 1.46268 3.43801 3.18726
C 2.15859 2.76436 4.05408
O 2.27044 1.50601 4.18667
O 2.79463 3.65421 4.83969
F 2.56194 5.15583 2.32190
H 1.60425 5.27258 5.23406
H 3.25824 5.66420 4.55387
H 0.84216 5.41166 3.13872
C 4.31263 4.06495 -1.67506
C 3.65188 5.43169 -1.72084
O 4.77292 6.30645 -2.11250
C 5.93970 5.66058 -1.91700
O 7.05091 6.13879 -1.91842
O 5.69692 4.41021 -1.48692
F 3.13700 5.80881 -0.50498
H 4.13865 3.38020 -2.50508
H 4.08510 3.51139 -0.76407
H 2.86567 5.57086 -2.46287
C 6.78788 9.27649 -0.19005
C 6.63813 8.93352 1.29152
O 5.35876 8.36670 1.34921
C 4.63499 8.82415 0.30274
O 3.43953 8.66393 0.08457
O 5.43437 9.38929 -0.60477
F 6.64788 10.15876 1.86827
H 7.24274 8.41451 -0.67809
H 7.42781 10.14549 -0.34317
H 7.34211 8.24086 1.75277
C 7.09076 1.10870 -1.15922
O 7.59254 -0.18748 -1.32750
P 9.09667 -0.58013 -0.71935
O 10.27169 0.23194 -1.18422
O 8.69405 -0.61160 0.90040
C 8.69194 0.59475 1.67908
O 9.16727 -2.20016 -1.03059
C 10.24679 -2.97008 -0.63212
H 6.36676 1.25753 -1.96034
H 7.81410 1.92040 -1.23678
H 6.49663 1.24555 -0.25569
H 9.32939 0.54579 2.56189
H 7.69177 0.70992 2.09680
H 8.88796 1.54462 1.18165
H 11.15590 -2.39398 -0.80455
H 10.08409 -3.76545 -1.35946
H 10.08952 -3.22895 0.41495
C 9.47181 5.43434 3.85946
O 9.48931 4.71807 2.64212
P 8.40566 4.98455 1.45728
O 8.50284 6.32281 0.84727
O 8.68864 3.84913 0.30260
C 9.95435 3.80222 -0.34510
O 7.04340 4.53064 2.13687
C 5.79652 4.89092 1.55988
H 10.27807 6.16543 3.91914
H 9.63069 4.75315 4.69541
H 8.55394 5.99325 4.04177
H 10.80720 4.13312 0.24756
H 9.86329 4.59718 -1.08528
H 10.06683 2.81735 -0.79838
H 5.95228 5.74279 0.89795
H 4.98333 5.02907 2.27243
H 5.39183 4.08989 0.94129
C 4.79165 4.35398 -5.99716
O 5.59248 3.69359 -5.08048
P 6.55047 2.44678 -5.52459
O 7.20034 2.59784 -6.84476
O 7.60891 2.32928 -4.25214
C 8.70609 3.27758 -4.11025
O 5.54716 1.17860 -5.25602
C 4.58721 0.94289 -6.26425
H 5.16042 5.34960 -6.24389
H 3.78309 4.48201 -5.60408
H 4.54828 3.70582 -6.83903
H 8.97579 3.74471 -5.05744
H 9.59844 2.74796 -3.77664
H 8.43150 4.06505 -3.40840
H 5.09847 0.94530 -7.22691
H 3.79058 1.68681 -6.25647
H 4.16646 -0.06090 -6.20522
C 14.09543 9.84679 -1.06727
O 13.03967 10.67014 -0.53790
P 11.59456 9.93570 -0.28628
O 10.57025 10.69965 0.45870
O 11.99334 8.44673 0.30293
C 11.11677 7.48830 0.14996
O 11.17406 9.59336 -1.83721
C 10.98098 10.55498 -2.89065
H 14.80007 9.46568 -0.32812
H 14.67671 10.24821 -1.89738
H 13.70996 8.90527 -1.45846
H 10.70471 7.03270 1.05037
H 11.64479 6.67098 -0.34126
H 10.24070 7.66672 -0.47354
H 11.14971 11.59424 -2.60856
H 9.93209 10.29079 -3.02532
H 11.64270 10.27637 -3.71077
C 14.15044 9.61162 3.08184
O 12.80837 9.63298 3.18711
P 12.19163 9.15915 4.59752
O 12.46139 10.17619 5.69304
O 12.84046 7.67749 4.86577
C 13.51255 7.51936 6.14533
O 10.65706 8.85509 4.24884
C 9.84016 9.74985 3.55758
H 14.27753 9.29096 2.04785
H 14.69215 8.96404 3.77126
H 14.46834 10.65151 3.15715
H 13.75743 6.53697 6.54914
H 12.96581 7.93327 6.99260
H 14.48514 8.01046 6.17661
H 8.92385 9.89695 4.12928
H 9.64540 9.50441 2.51358
H 10.33737 10.71860 3.50871

Summary:
* max |F|: 6.9 eV/Å
* LUMO level: 0.27 eV
* SMILES: O=C1OC[C@@H](F)O1.O=C1OC[C@@H](F)O1.O=C1OC[C@@H](F)O1.COP(=O)(OC)OC.COP(=O)(OC)OC.COP(=O)(OC)OC.COP(=O)(OC)OC.COP(=O)(OC)OC
* total charge: 0

Here are the Mulliken charges for atoms 1 to 99, given in e: -0.37 0.24 -0.32 0.68 -0.59 -0.33 -0.23 0.34 0.29 0.28 -0.53 0.15 -0.36 0.17 -0.57 0.50 -0.20 0.16 0.36 0.29 -0.03 0.93 -0.33 0.66 -0.61 -0.37 -0.37 -0.12 0.37 -0.10 -0.25 -0.40 1.08 -0.69 -0.42 -0.25 -0.31 -0.65 0.20 0.04 0.31 0.42 0.29 -0.17 0.32 0.21 0.25 -0.76 -0.46 -0.14 0.28 0.64 -0.71 -0.42 0.53 0.21 0.34 0.33 0.38 0.16 0.16 -0.32 -0.11 -0.03 -0.96 -0.03 0.75 -0.74 -0.05 -0.65 -0.22 -0.83 0.27 0.32 0.41 0.42 0.26 0.12 0.39 0.26 0.26 -0.79 -0.41 1.37 -0.80 -0.31 -0.46 -0.33 -0.75 0.28 0.32 0.26 0.04 0.24 0.51 0.32 0.26 0.24 -0.45